Entry 1:
Density functional theory data (ωB97M-V/def2-TZVPD) for a molecular structure, C12H20N2PtS2 at a distorted geometry.

XYZ file:
```
37
Properties=species:S:1:pos:R:3:forces:R:3
Pt 0.0111 -0.8912 -0.8315 -0.6498 0.2374 -0.2998
C 0.1219 0.5292 -3.7123 0.2056 -0.1799 -0.1870
N -0.5456 0.7422 -2.4319 -0.1153 -0.4869 0.8174
C -1.9911 0.6836 -2.6455 -0.4351 -0.0292 -0.0404
C -0.1830 2.0319 -1.8408 0.2902 0.2696 0.3494
C 1.2309 2.0442 -1.2532 -0.3202 -0.0643 -0.3078
N 1.4117 1.0032 -0.2450 0.3355 -0.2320 -0.2172
C 0.8888 1.4186 1.0529 -0.1443 -0.0157 0.2076
C 2.8152 0.6391 -0.1027 0.2899 -0.0582 0.0562
H -0.1840 1.2896 -4.4460 0.0101 -0.0196 0.1192
H -0.1466 -0.4526 -4.1016 0.0294 0.0303 0.0508
H 1.2030 0.5702 -3.5986 0.0170 -0.0351 0.0206
H -2.3206 1.4532 -3.3564 0.0607 0.0175 0.0057
H -2.5127 0.8251 -1.7001 0.0425 0.0072 -0.0183
H -2.2605 -0.2963 -3.0378 0.0340 0.0320 0.0184
H -0.9005 2.2312 -1.0423 -0.0136 0.0243 -0.0740
H -0.2593 2.8406 -2.5842 -0.0827 -0.0805 0.0426
H 1.4190 3.0427 -0.8311 0.0718 -0.0633 -0.0516
H 1.9555 1.8740 -2.0518 0.0310 0.0567 0.0616
H 1.4713 2.2577 1.4587 0.0115 0.0255 -0.0746
H 0.9461 0.5855 1.7522 -0.0480 -0.0336 -0.0323
H -0.1546 1.7135 0.9670 -0.0381 -0.0563 0.0166
H 3.4175 1.4862 0.2548 0.0080 0.0087 -0.0177
H 3.2137 0.2959 -1.0562 -0.0018 0.0253 -0.0281
H 2.9035 -0.1774 0.6117 -0.0355 -0.0297 0.0207
S 0.7286 -2.7338 0.3661 -0.3035 1.2431 -0.6786
C -0.2408 -2.4821 1.7911 -0.6083 0.0307 0.8010
C 0.1542 -3.1290 2.9675 -0.1095 0.1822 -0.2154
C -0.5435 -2.9631 4.1427 -0.2154 0.0436 0.2527
C -1.6805 -2.1572 4.1692 0.1650 -0.2202 0.2750
C -2.1060 -1.5406 3.0180 0.0332 -0.0176 -0.3129
C -1.4045 -1.6842 1.8182 0.4559 -0.6321 0.6392
S -2.0542 -0.8951 0.4201 0.9396 0.0627 -1.4148
H 1.0321 -3.7554 2.9345 0.1629 -0.0659 0.0396
H -0.2061 -3.4525 5.0462 0.0152 -0.0357 0.0253
H -2.2318 -2.0166 5.0879 -0.0119 -0.0118 0.0749
H -2.9983 -0.9303 3.0104 -0.0761 0.0711 0.0760
```
Forces are in eV/Å.

HOMO (alpha / beta) ... -6.6 / -6.6 eV
Frontier orbital gap (alpha / beta) ... 5.9 / 6.1 eV
F_max ... 0.0331 Eh/bohr
Charge ... 0

Entry 2:
Density functional theory data (ωB97M-V/def2-TZVPD) for a molecular structure, C35H43AsIMoN4O3.

XYZ file:
```
88
Properties=species:S:1:pos:R:3:forces:R:3
Mo 0.4380 0.8042 -0.8885 -0.0032 -0.0917 0.0212
C 0.5494 -2.2626 -1.6586 -0.0208 0.0173 0.0544
C 2.0079 -1.7893 -1.7022 0.0507 0.0532 0.0191
N 2.2435 -0.3529 -1.2978 -0.0357 -0.0117 0.0248
C 3.2753 -0.0392 -0.2390 -0.0104 -0.0144 -0.0807
C 2.7770 0.9751 0.8051 -0.1022 0.1445 -0.0867
N 1.9246 2.0127 0.1470 0.1352 -0.0423 0.1040
C 1.3768 3.0935 1.0410 0.0360 -0.0571 -0.1108
C -0.0403 2.8241 1.5391 -0.0337 -0.0571 -0.0035
C -1.1949 3.0223 0.5428 0.0103 -0.0473 -0.0835
N -1.2327 2.0732 -0.6336 -0.0204 0.3519 -0.1261
C -2.5049 1.3265 -0.9421 -0.0113 -0.0179 0.0469
C -2.2564 -0.1287 -1.3959 0.1048 -0.0189 0.0288
N -0.9705 -0.2389 -2.1554 -0.0378 -0.0523 0.1163
C -0.5110 -1.6189 -2.5623 -0.0054 0.0540 -0.0003
H 0.5803 -3.3161 -1.9492 0.0110 -0.0017 -0.0051
H 0.2026 -2.2681 -0.6286 0.0128 0.0091 -0.0493
H 2.5872 -2.4276 -1.0358 -0.0077 -0.0083 0.0063
H 2.4224 -1.9168 -2.7025 -0.0177 -0.0277 -0.0116
H 2.5743 0.1111 -2.1392 -0.0329 0.0347 0.0139
H 3.5880 -0.9581 0.2551 -0.0462 -0.0121 0.0169
H 4.1516 0.3608 -0.7491 0.0463 -0.0272 0.0432
H 2.1607 0.5022 1.5627 0.0377 0.0383 -0.0221
H 3.6340 1.4349 1.3015 0.0152 0.0198 -0.0215
H 2.4952 2.4862 -0.5520 -0.0558 -0.0661 -0.0820
H 2.0548 3.2125 1.8867 -0.0263 0.0089 0.0314
H 1.4067 4.0196 0.4654 0.0027 0.0081 0.0141
H -0.0649 1.8298 1.9826 -0.0580 -0.0163 0.0773
H -0.2209 3.5257 2.3566 -0.0285 0.0252 -0.0200
H -2.1489 2.9537 1.0626 0.0199 -0.0303 0.0369
H -1.1317 4.0271 0.1220 -0.0359 0.0316 0.0725
H -1.0967 2.6844 -1.4630 -0.0203 -0.1155 -0.0466
H -3.1438 1.3121 -0.0598 0.0186 -0.0020 0.0137
H -3.0238 1.8833 -1.7224 -0.0355 -0.0323 -0.0051
H -2.1754 -0.7864 -0.5333 0.0022 0.0067 0.0018
H -3.0927 -0.4748 -2.0055 -0.0029 0.0239 -0.0216
H -1.0828 0.2921 -3.0169 -0.0152 0.0692 0.0107
H -1.3848 -2.2715 -2.5924 -0.0009 -0.0019 -0.0057
H -0.1420 -1.5311 -3.5853 0.0146 -0.0216 0.0104
O -0.0295 -0.2239 0.7330 0.0310 -0.1203 -0.2254
As -0.7025 -1.2031 2.0362 0.0143 0.1518 -0.0212
C -2.4765 -0.6621 2.4219 -0.0893 -0.0104 0.0108
C -2.7436 0.6675 2.7574 -0.1149 -0.0684 0.0099
C -4.0228 1.0326 3.1402 0.0071 0.0127 -0.0078
C -5.0303 0.0747 3.2036 -0.0030 0.0114 0.0057
C -4.7560 -1.2513 2.9057 0.0304 -0.0181 -0.0191
C -3.4763 -1.6309 2.5199 -0.0579 0.0590 0.0044
C 0.4153 -0.9046 3.5301 0.0443 0.0435 0.0375
C -0.1808 -0.6346 4.7596 0.0712 0.0672 0.0103
C 0.6241 -0.4874 5.8825 -0.0199 0.0050 -0.0234
C 2.0003 -0.6150 5.7733 0.0153 -0.0045 0.0067
C 2.5912 -0.9008 4.5451 -0.0196 0.0081 -0.0109
C 1.8007 -1.0494 3.4190 -0.0190 -0.0854 0.1114
C -0.6672 -3.0207 1.5089 0.1081 -0.0787 0.0042
C -1.6145 -3.5371 0.6200 0.0370 -0.0645 -0.0235
C -1.5566 -4.8745 0.2688 -0.0133 0.0120 -0.0050
C -0.5615 -5.6923 0.7977 -0.0100 0.0086 0.0070
C 0.3717 -5.1790 1.6861 0.0026 0.0128 0.0083
C 0.3231 -3.8394 2.0510 -0.0774 -0.0822 -0.0812
H -1.9580 1.4058 2.7681 0.1089 0.0698 -0.0187
H -4.2328 2.0582 3.4143 -0.0060 -0.0029 -0.0005
H -6.0268 0.3627 3.5110 -0.0019 -0.0001 0.0003
H -5.5334 -1.9986 2.9869 -0.0011 -0.0030 -0.0006
H -3.2707 -2.6746 2.3261 -0.0025 0.0263 0.0187
H -1.2551 -0.5387 4.8516 -0.0043 -0.0137 -0.0002
H 0.1729 -0.2774 6.8425 -0.0044 -0.0030 0.0008
H 2.6204 -0.5047 6.6527 0.0039 0.0009 -0.0009
H 3.6640 -1.0215 4.4767 0.0027 -0.0042 -0.0003
H 2.2566 -1.3149 2.4719 -0.0131 -0.0364 0.0246
H -2.4066 -2.9186 0.2161 0.0151 0.0330 -0.0122
H -2.2969 -5.2876 -0.4034 0.0017 -0.0048 -0.0011
H -0.5288 -6.7397 0.5285 0.0018 -0.0022 -0.0053
H 1.1281 -5.8237 2.1126 0.0015 -0.0019 -0.0011
H 1.0343 -3.4571 2.7700 0.0057 0.0112 0.0160
I 3.3174 3.0199 -8.9462 0.0555 0.0086 -0.1027
C 2.3643 2.8695 -7.1239 -0.0120 -0.0024 0.0314
C 2.7975 1.9209 -6.1949 -0.0550 0.0271 0.0679
C 2.1632 1.8292 -4.9733 0.0668 0.0801 -0.0333
C 1.0864 2.6699 -4.6734 -0.0800 -0.1183 -0.0557
C 0.6539 3.6120 -5.6112 0.0234 -0.0093 -0.0611
C 1.2982 3.7174 -6.8274 -0.0238 -0.0011 0.0353
C 0.3654 2.5792 -3.4158 0.2393 0.1039 0.3107
O -0.6575 3.1672 -3.1295 -0.1226 -0.1694 0.1172
O 0.9596 1.7877 -2.4495 0.0301 0.0784 -0.0840
H 3.6301 1.2744 -6.4326 0.0014 -0.0098 -0.0013
H 2.5163 1.1100 -4.2450 -0.0126 -0.0212 -0.0175
H -0.1776 4.2620 -5.3748 -0.0062 -0.0113 0.0025
H 0.9762 4.4560 -7.5479 -0.0031 -0.0062 -0.0101
```
Forces are in eV/Å.

⟨S²⟩ ... 2.012
HOMO (alpha / beta) ... -14.7 / -14.7 eV
Frontier orbital gap (alpha / beta) ... 4.6 / 5.3 eV
F_max ... 0.0079 Eh/bohr
Charge ... +3
2S+1 ... 3

The highest charge belongs to which entry? C35H43AsIMoN4O3